No. 1
One molecule with the formula C6H10 in a non-equilibrium geometry, computed with ωB97M-V/def2-TZVPD.

XYZ file:
```
16
Properties=species:S:1:pos:R:3:forces:R:3:mulliken_charge:R:1
C -1.49244 -0.65013 1.28795 0.05 0.00 0.08 -1.5422
C -0.73848 -0.26784 0.02111 0.08 0.07 0.07 0.7600
C 0.41318 -1.17695 -0.37464 0.74 0.63 0.42 -0.6416
C 1.31564 -0.51836 -1.09451 0.23 0.14 -0.02 -0.3622
C 1.11461 0.96056 -1.01618 -0.09 0.25 -0.26 -0.4679
C 0.00669 1.08304 0.06462 -0.05 0.16 -0.05 -0.8342
H -0.79720 -0.78474 2.12381 -0.08 0.04 -0.04 0.3537
H -2.03746 -1.59147 1.14984 0.11 0.16 0.03 0.3703
H -2.22011 0.11953 1.57205 0.13 -0.11 -0.07 0.3572
H -1.46728 -0.22945 -0.80703 0.24 -0.16 0.12 0.1892
H 0.97460 -1.86809 0.22689 -1.20 -1.81 0.11 0.2482
H 2.20156 -1.01847 -1.47131 0.17 0.33 0.14 0.3960
H 2.06036 1.41049 -0.68364 -0.24 0.07 -0.21 0.2778
H 0.84331 1.40200 -1.97466 -0.09 0.31 -0.05 0.2590
H -0.63639 1.95385 -0.08864 -0.03 -0.09 0.02 0.3564
H 0.45940 1.17602 1.06436 0.02 0.04 -0.27 0.2804
```
Forces are in eV/Å.

## Properties
- structure (SMILES) = C[C@@H]1C=CCC1
- charge = 0
- HOMO-LUMO gap (hartree) = 0.3656
- spin multiplicity = 1
- relative energy (zero: lowest compared OMol25 entry of this formula, charge and spin) (kcal/mol) = 26.25
- highest occupied orbital energy (eV) = -8.73


No. 2
A 2-piece molecular cluster, C6H10B2O6 overall in a non-equilibrium geometry, computed with ωB97M-V/def2-TZVPD.

XYZ file:
```
24
Properties=species:S:1:pos:R:3:forces:R:3:mulliken_charge:R:1
O -1.03984 -1.35456 0.12765 1.72 -0.05 0.24 -0.5625
C 0.13157 -1.67566 0.03587 -0.56 -1.05 -0.68 0.2990
O 0.53641 -2.49855 -0.99934 -1.47 0.99 -0.59 -0.4733
C 1.31855 -1.29226 0.93238 -1.08 1.29 0.62 -0.5926
C 2.15672 -0.19051 0.14253 -2.03 0.05 0.70 0.3817
O 3.51913 -0.20657 0.29573 0.92 -1.29 -0.98 -0.5600
B 1.66840 0.49069 -1.14985 0.99 0.78 4.27 0.4821
O 1.25931 0.36047 -2.32663 -1.10 -1.36 -4.39 -0.5781
C 1.67288 1.32856 0.13005 -3.31 -0.06 0.86 -0.5636
C 0.38927 1.76716 0.90472 -1.35 0.09 0.20 -0.3560
C -0.91962 1.68720 0.53360 0.83 -0.65 0.46 -0.0942
B -2.31603 1.60582 0.45129 1.71 1.05 -1.18 0.1712
O -3.55252 1.75034 -0.02466 0.11 0.25 1.95 -0.5584
H -0.20831 -2.48177 -1.69378 1.38 -0.16 1.61 0.3774
H 0.85684 -1.05790 2.00488 1.29 -0.05 -2.30 0.2897
H 2.03930 -2.09435 0.99632 -0.15 -0.54 0.08 0.3491
H 3.72708 0.23730 1.09247 0.52 0.63 1.41 0.3502
H 0.86691 1.08350 -2.80391 -0.21 0.58 -0.02 0.3349
H 2.44818 1.97016 0.38754 1.56 0.96 0.29 0.6101
H 0.53464 2.22327 1.94354 0.31 -0.65 -1.40 0.2466
H -3.81607 1.38713 -0.85142 0.08 -0.57 -1.10 0.3480
O -3.76371 -1.36847 -0.23286 -0.58 2.33 0.95 -0.6326
H -2.93973 -0.87652 0.09043 -1.67 -1.23 -0.60 0.4031
H -4.56937 -0.79446 0.01346 2.09 -1.34 -0.40 0.3280
```
Forces are in eV/Å.

## Properties
- structure (SMILES) = O=C(O)C[C@@]1(O)B(O)[C@H]1C=C=BO.O
- charge = 0
- HOMO-LUMO gap (hartree) = 0.2930
- spin multiplicity = 1
- highest occupied orbital energy (eV) = -7.86


No. 3
An isolated ion of composition C6H10BN2O and charge +1 in a non-equilibrium geometry, computed with ωB97M-V/def2-TZVPD.

XYZ file:
```
20
Properties=species:S:1:pos:R:3:forces:R:3:mulliken_charge:R:1
C 2.14240 -1.08857 0.39446 -0.21 0.21 0.25 -0.9888
C 2.13336 0.47199 0.43179 -0.26 -0.34 -0.47 -0.4465
B 1.01155 1.13333 -0.45920 0.59 -0.12 0.45 0.1925
O 1.25430 2.21346 -1.26599 -0.32 -0.87 -0.17 -0.4432
C -0.47632 0.48583 -0.32547 1.94 1.37 0.34 0.3424
C -1.02211 0.38956 0.97848 -1.23 -0.80 -0.58 -0.0835
C -2.26641 -0.20089 1.05759 1.29 0.59 0.11 -0.5559
C -2.79286 -0.61547 -0.15076 -2.28 -1.03 0.41 -0.1548
N -2.22558 -0.45582 -1.32129 0.54 0.23 0.75 0.2029
N -1.03408 0.10932 -1.44875 -0.51 -0.20 -0.29 -0.5077
H 1.23714 -1.53772 -0.03189 0.06 0.14 -0.01 0.3034
H 2.98062 -1.43532 -0.20929 -0.07 -0.07 0.12 0.3249
H 2.23166 -1.49100 1.40511 0.17 -0.09 -0.17 0.2980
H 2.00225 0.81612 1.46764 0.13 0.04 -0.10 0.2836
H 3.10580 0.82093 0.07778 -0.10 0.24 0.28 0.3494
H 1.43931 1.90681 -2.16540 -0.03 0.57 -0.16 0.3462
H -0.50881 0.72660 1.86905 0.21 0.08 -0.20 0.3918
H -2.76679 -0.35231 2.00372 -0.24 -0.09 -0.20 0.4190
H -3.75787 -1.11655 -0.14236 0.10 0.07 -0.28 0.4477
H -2.68758 -0.78032 -2.16522 0.19 0.08 -0.09 0.2785
```
Forces are in eV/Å.

## Properties
- structure (SMILES) = CCB(O)c1ccc[nH+]n1
- charge = +1
- HOMO-LUMO gap (hartree) = 0.3100
- spin multiplicity = 1
- relative energy (zero: lowest compared OMol25 entry of this formula, charge and spin) (kcal/mol) = 0.00
- highest occupied orbital energy (eV) = -13.77


No. 4
A 2-piece molecular cluster, C6H10BN3 overall in a non-equilibrium geometry, computed with ωB97M-V/def2-TZVPD.

XYZ file:
```
20
Properties=species:S:1:pos:R:3:forces:R:3:mulliken_charge:R:1
C -1.18930 2.49966 -0.31270 1.44 0.64 4.78 -0.9408
C -0.05534 1.57166 0.32724 -1.57 0.49 -1.96 0.0035
N 0.07868 0.39196 -0.15141 -1.27 1.65 1.09 -0.3016
C 0.99519 -0.59360 0.37798 -0.51 0.42 -0.97 -0.5656
C 0.32224 -1.42942 1.46316 3.65 -1.01 -0.87 -0.9621
H -1.73972 1.85262 -0.84362 -1.87 -1.91 -2.75 0.1377
H -1.95870 2.94588 0.44547 1.75 -0.72 -0.89 0.2645
H -0.70410 3.30327 -0.81091 0.15 0.61 -0.77 0.3410
H 0.57814 2.13037 1.00925 0.52 -0.55 0.58 0.4145
H 1.90403 -0.12190 0.71775 0.59 0.02 0.16 0.4342
H 1.15188 -1.21700 -0.52807 0.64 -0.02 0.87 0.2378
H -0.30120 -2.08181 0.95184 -1.53 -1.37 -0.59 0.2883
H 1.17321 -2.05569 1.89316 -1.33 0.72 -0.05 0.2964
H -0.20524 -0.88135 2.16875 -0.71 1.07 1.42 0.3490
N -4.32303 1.12048 1.13291 0.39 -1.18 -0.82 -0.5097
C -3.86273 0.32735 0.40726 -0.43 1.47 0.87 0.3817
B -3.08497 -0.47732 -0.53853 0.18 -0.68 0.04 0.0774
C -2.35582 -1.47260 -1.19121 0.64 0.41 -0.97 0.3240
N -1.64343 -2.25328 -1.80445 1.06 -0.15 -0.60 -0.5480
H -0.90297 -2.02329 -2.55357 -1.81 0.09 1.46 0.2779
```
Forces are in eV/Å.

## Properties
- structure (SMILES) = C/C=N/CC.N#CB=C=N
- charge = 0
- HOMO-LUMO gap (spin up / spin down) (hartree) = 0.2384 / 0.2383
- spin multiplicity = 1
- relative energy (zero: lowest compared OMol25 entry of this formula, charge and spin) (kcal/mol) = 37.28
- highest occupied orbital energy (spin up / spin down) (eV) = -8.16 / -8.14


No. 5
One molecule with the formula C6H10BNS in a non-equilibrium geometry, computed with ωB97M-V/def2-TZVPD.

XYZ file:
```
19
Properties=species:S:1:pos:R:3:forces:R:3:mulliken_charge:R:1
C -1.62125 -2.98764 0.73919 -1.65 1.72 -0.25 -0.8240
S -0.77079 -1.50288 1.34576 1.81 2.23 -1.94 -0.1872
B 0.03268 -0.03793 -0.13779 -1.01 -3.62 1.10 -0.0571
C 0.11129 -0.16915 -1.67952 -3.77 -0.32 -0.95 -0.5518
C 0.71781 1.00745 -2.30306 0.53 -0.30 -0.32 -0.1217
N 1.16490 1.99798 -1.67782 0.49 2.22 0.43 -0.5722
C 1.08614 2.12455 -0.30855 0.71 -2.13 0.99 -0.4072
C 0.66499 1.10795 0.53180 -0.20 2.83 -0.05 0.7653
C 0.58822 1.35516 2.01758 2.21 -1.65 -1.15 -1.3070
H -1.18155 -3.93816 0.97035 0.59 -0.25 -0.41 0.3097
H -2.10344 -2.83139 -0.24837 0.86 -0.54 0.32 0.2537
H -2.46450 -2.84231 1.40317 -0.50 -0.77 0.16 0.2729
H 0.40028 -1.08497 -2.15741 0.72 -0.67 0.05 0.4360
H -1.04012 -0.25994 -2.10610 2.24 0.59 1.11 0.2650
H 0.99481 1.13098 -3.32734 -0.51 -0.90 -1.09 0.4339
H 1.66411 2.97232 0.06596 -0.60 0.13 0.13 0.3229
H -0.45129 1.48389 2.19060 -0.72 0.87 0.92 0.3070
H 1.36585 2.12556 2.25278 -1.25 -0.46 0.49 0.3788
H 0.84187 0.34853 2.42875 0.04 1.00 0.45 0.2830
```
Forces are in eV/Å.

## Properties
- structure (SMILES) = CSB1CC=NC=C1C
- charge = 0
- HOMO-LUMO gap (hartree) = 0.2916
- spin multiplicity = 1
- relative energy (zero: lowest compared OMol25 entry of this formula, charge and spin) (kcal/mol) = 45.92
- highest occupied orbital energy (eV) = -8.41


No. 6
C6H10Br3NO as an isolated structure in a non-equilibrium geometry, computed with ωB97M-V/def2-TZVPD.

XYZ file:
```
21
Properties=species:S:1:pos:R:3:forces:R:3:mulliken_charge:R:1
C -1.91800 -0.67923 -2.67134 -0.29 -3.22 -0.08 0.6295
C 0.36953 1.38065 -0.35297 1.80 -0.64 -3.30 -1.5535
C 0.72322 0.77538 1.93893 2.31 0.63 3.09 -1.1749
C 1.56388 -0.74379 0.22177 0.45 -1.91 -1.43 -1.0237
C -0.97511 -0.48204 0.65366 1.79 1.70 1.90 -0.6026
C 0.39476 0.23232 0.58544 0.23 0.24 0.98 1.4138
N -2.03485 -1.84320 -2.90086 0.00 0.44 -0.71 -0.4629
O -1.78403 0.44290 -2.51874 0.13 2.89 0.14 -0.4059
Br 3.41308 0.16244 0.05715 -1.38 -0.90 0.42 -0.1772
Br -2.58546 1.30892 1.27449 1.46 -2.02 -0.18 -0.2222
Br -0.89787 -2.18506 1.44995 -0.94 0.47 0.14 -0.0556
H 1.42441 1.62308 -0.60691 -0.53 0.18 0.61 0.3548
H -0.08264 2.26157 -0.01654 -0.96 1.02 0.59 0.4700
H 0.03412 1.10958 -1.37707 -0.41 0.18 0.79 0.2660
H 0.83753 -0.13149 2.62958 -0.81 1.41 -0.28 0.3560
H 1.82825 1.14293 1.98347 -1.96 -0.27 -0.44 0.3295
H 0.07192 1.65588 2.34575 0.93 -2.08 -0.82 0.2969
H 1.51494 -1.21721 -0.82889 -0.33 0.97 1.55 0.3728
H 1.62407 -1.64301 0.92329 0.35 1.68 -0.71 0.4654
H -1.42549 -0.40797 -0.24395 -1.81 -0.55 -2.68 0.4440
H -2.09625 -2.76265 -2.54621 -0.04 -0.23 0.41 0.2798
```
Forces are in eV/Å.

## Properties
- charge = 0
- HOMO-LUMO gap (hartree) = 0.3091
- spin multiplicity = 1
- relative energy (zero: lowest compared OMol25 entry of this formula, charge and spin) (kcal/mol) = 32.41
- highest occupied orbital energy (eV) = -10.08


What E values result from the calculations? In sequence: -234.560674 -735.692459 -443.984672 -423.570604 -712.336964 -8086.576188 Eh.